A 7-piece molecular cluster, C25H57BClIN6O8S overall, computed with ωB97M-V/def2-TZVPD.

Output
E, hartree: -3098.22173
Largest force on an atom, eV/Å: 0.8
Frontier orbital gap, eV: 9.238

Geometry as XYZ:
```
100
Properties=species:S:1:pos:R:3:lowdin_charge:R:1
O -6.052 1.397 1.203 -0.3425
S -5.437 0.556 0.210 0.3737
O -5.951 0.483 -1.128 -0.3396
Cl -5.524 -1.355 0.967 0.3628
C -3.662 0.820 0.164 -0.2815
C -3.176 1.814 1.217 -0.2337
C -1.650 1.755 1.364 -0.1924
C -1.151 2.545 2.608 -0.1497
B -0.796 1.575 3.781 -0.1515
C -1.834 0.665 4.529 -0.1616
C -1.611 -0.823 4.140 -0.3037
C -2.711 -1.298 3.181 -0.6559
I -2.059 -2.718 1.727 0.8019
H -3.470 1.145 -0.863 0.1172
H -3.201 -0.163 0.296 0.0325
H -3.477 2.829 0.941 0.1276
H -3.645 1.597 2.183 0.0993
H -1.168 2.161 0.473 0.1170
H -1.355 0.697 1.430 0.0959
H -0.290 3.163 2.344 0.0967
H -1.947 3.233 2.939 0.1016
H 0.346 1.461 4.127 0.0867
H -2.882 0.942 4.361 0.0956
H -1.636 0.779 5.604 0.1042
H -0.633 -0.951 3.661 0.0776
H -1.595 -1.464 5.024 0.1059
H -3.519 -1.800 3.714 0.0452
H -3.148 -0.460 2.636 -0.0030
C -0.587 -2.824 -2.212 -0.0846
N -0.352 -1.522 -1.620 0.0096
C 0.612 -0.614 -1.913 -0.5443
C 1.653 -1.007 -2.932 -0.0203
O 0.616 0.485 -1.375 0.0185
H -1.579 -2.845 -2.667 0.0903
H -0.548 -3.607 -1.450 0.0599
H 0.144 -3.052 -2.983 0.0590
H -1.000 -1.217 -0.910 0.0720
H 2.296 -0.144 -3.080 0.0773
H 2.251 -1.850 -2.580 0.0932
H 1.197 -1.299 -3.877 0.0637
C -0.864 -5.616 -6.844 -0.0769
N -0.205 -4.714 -5.928 0.0112
C 0.890 -3.954 -6.149 -0.5248
C 1.549 -4.043 -7.506 0.0001
O 1.338 -3.237 -5.259 0.0120
H -1.909 -5.334 -6.983 0.0854
H -0.834 -6.638 -6.462 0.0742
H -0.374 -5.594 -7.813 0.0690
H -0.553 -4.676 -4.980 0.0790
H 2.405 -3.373 -7.518 0.0569
H 1.888 -5.061 -7.706 0.0848
H 0.865 -3.745 -8.301 0.0864
C -0.301 -8.791 -2.048 -0.0712
N -0.457 -7.652 -2.929 0.0200
C -1.139 -6.502 -2.702 -0.5098
C -1.838 -6.353 -1.370 -0.0036
O -1.178 -5.624 -3.551 0.0212
H 0.751 -8.961 -1.816 0.0858
H -0.704 -9.695 -2.506 0.0853
H -0.830 -8.617 -1.116 0.0719
H -0.010 -7.684 -3.831 0.1408
H -2.333 -5.387 -1.356 0.0753
H -2.583 -7.136 -1.228 0.0885
H -1.125 -6.403 -0.545 0.0890
C -3.545 6.500 4.883 -0.0802
N -2.541 5.518 5.234 0.0064
C -1.207 5.541 4.957 -0.5495
C -0.675 6.729 4.193 -0.0056
O -0.486 4.625 5.318 0.0297
H -4.020 6.910 5.776 0.0815
H -4.320 6.059 4.253 0.0823
H -3.088 7.318 4.336 0.0702
H -2.832 4.701 5.746 0.1363
H 0.394 6.604 4.051 0.0685
H -1.159 6.818 3.220 0.0865
H -0.840 7.655 4.747 0.0846
C 4.274 6.646 7.568 -0.0795
N 3.734 7.001 6.273 0.0091
C 2.690 7.824 5.992 -0.5470
C 1.980 8.471 7.160 -0.0106
O 2.341 8.018 4.839 0.0241
H 5.322 6.939 7.647 0.0820
H 4.203 5.570 7.737 0.0842
H 3.721 7.150 8.354 0.0691
H 4.155 6.593 5.453 0.1405
H 1.179 9.087 6.763 0.0790
H 1.556 7.717 7.824 0.0843
H 2.660 9.098 7.736 0.0824
C 6.487 -2.226 -5.103 -0.0811
N 5.775 -2.208 -6.363 0.0073
C 4.621 -1.553 -6.666 -0.5468
C 3.977 -0.735 -5.573 -0.0125
O 4.128 -1.642 -7.777 0.0222
H 7.497 -1.829 -5.219 0.0812
H 6.559 -3.241 -4.709 0.0815
H 5.965 -1.616 -4.373 0.0712
H 6.152 -2.738 -7.132 0.1368
H 3.072 -0.293 -5.977 0.0896
H 3.709 -1.366 -4.726 0.0630
H 4.643 0.057 -5.227 0.0878
```

---

A 2-piece molecular cluster, C25H58BF5NO5P2Si3 overall, computed with ωB97M-V/def2-TZVPD.

Output
E, hartree: -3494.00266
Largest force on an atom, eV/Å: 0.9
Frontier orbital gap, eV: 5.275
Charge: -1

Geometry as XYZ:
```
100
Properties=species:S:1:pos:R:3:lowdin_charge:R:1
C -0.105 -1.829 1.017 -0.1303
C 1.095 -2.067 0.089 -0.1804
B 1.185 -1.184 -1.205 -0.5309
O 2.165 -1.429 -2.136 0.0863
Si 0.004 0.402 -1.650 0.5536
C 0.593 1.191 -3.268 -0.2863
C 0.398 2.710 -3.422 -0.2421
C -1.074 3.156 -3.357 -0.2423
C -1.295 4.455 -2.588 -0.2208
C -2.753 4.929 -2.659 -0.2051
C -3.728 3.808 -2.289 -0.2276
C -5.073 4.278 -1.746 -0.2188
C -5.977 3.083 -1.410 -0.2029
C -6.682 2.509 -2.653 -0.1988
C -6.585 0.983 -2.764 -0.1813
C -7.158 0.244 -1.569 -0.2457
O -8.497 0.661 -1.357 -0.1925
C -9.278 -0.255 -0.621 -0.1121
C -0.204 1.630 -0.232 -0.2723
C 1.075 1.936 0.574 -0.1981
C 2.353 2.010 -0.271 -0.0901
C 3.363 2.981 0.305 -0.4240
F 3.424 2.902 1.659 0.1242
F 3.006 4.265 -0.008 0.1039
C 4.806 2.760 -0.235 -0.5556
F 5.486 1.942 0.555 0.1823
F 5.474 3.912 -0.310 0.1655
F 4.781 2.226 -1.467 0.1562
P -2.096 -0.488 -1.887 0.7270
P -2.447 -0.706 -3.975 0.1716
O -1.468 -1.629 -4.599 -0.3429
O -2.474 0.719 -4.736 -0.1965
O -3.973 -1.209 -4.042 -0.2013
H 0.024 -0.930 1.625 0.0636
H -1.056 -1.797 0.481 0.0257
H -0.191 -2.654 1.730 0.0760
H 2.003 -1.850 0.667 0.1062
H 1.136 -3.125 -0.198 0.1085
H 2.375 -2.364 -2.227 0.1077
H 1.666 0.969 -3.328 0.0754
H 0.151 0.688 -4.131 0.0603
H 0.978 3.283 -2.692 0.0903
H 0.796 2.995 -4.402 0.1083
H -1.702 2.349 -2.982 0.0489
H -1.417 3.357 -4.379 0.1164
H -0.990 4.380 -1.539 0.1011
H -0.647 5.219 -3.034 0.1148
H -2.941 5.304 -3.670 0.1125
H -2.885 5.772 -1.973 0.1082
H -3.250 3.199 -1.511 0.1070
H -3.899 3.172 -3.164 0.1122
H -5.568 4.926 -2.476 0.1140
H -4.903 4.869 -0.841 0.1098
H -5.344 2.324 -0.938 0.0981
H -6.725 3.394 -0.678 0.1107
H -7.742 2.768 -2.604 0.1055
H -6.264 2.959 -3.557 0.1047
H -5.529 0.699 -2.858 0.0928
H -7.090 0.638 -3.672 0.1152
H -6.560 0.424 -0.667 0.1201
H -7.125 -0.835 -1.771 0.1220
H -9.905 -0.850 -1.292 0.0844
H -8.658 -0.944 -0.039 0.0849
H -9.922 0.298 0.065 0.0831
H -0.681 2.531 -0.623 0.0518
H -0.930 1.183 0.457 0.0713
H 1.198 1.188 1.356 0.1110
H 0.932 2.901 1.070 0.1168
H 2.149 2.358 -1.284 0.1036
H 2.826 1.028 -0.352 0.1336
H -3.012 0.520 -1.521 -0.1296
H -2.196 0.572 -5.651 0.0838
H -4.221 -1.359 -4.964 0.0789
C 2.802 -5.410 6.324 -0.2184
Si 4.369 -5.037 5.323 0.1952
C 4.539 -6.481 4.094 -0.2097
C 5.811 -5.223 6.550 -0.2090
N 4.238 -3.533 4.621 -0.2365
Si 5.335 -2.742 3.650 0.1967
C 5.732 -3.635 2.016 -0.2062
C 7.003 -2.355 4.476 -0.2065
C 4.614 -1.057 3.145 -0.2066
H 2.847 -6.394 6.805 0.0059
H 2.666 -4.656 7.103 0.0084
H 1.926 -5.391 5.671 0.0076
H 4.399 -7.451 4.589 0.0068
H 5.526 -6.496 3.625 0.0029
H 3.785 -6.392 3.309 0.0114
H 5.824 -4.377 7.241 0.0127
H 6.775 -5.260 6.035 0.0035
H 5.723 -6.143 7.142 0.0069
H 6.349 -4.521 2.184 0.0039
H 6.278 -2.984 1.321 0.0067
H 4.805 -3.947 1.529 0.0079
H 6.838 -1.910 5.459 0.0137
H 7.597 -1.651 3.879 0.0076
H 7.605 -3.259 4.602 0.0042
H 4.414 -0.451 4.031 0.0136
H 3.674 -1.199 2.603 -0.0077
H 5.299 -0.496 2.497 0.0036
```